{
  "formula": "C26H54Br20N2O2",
  "method": "ωB97M-V with the def2-TZVPD basis set",
  "total_energy_ev": -1435764.711,
  "smiles": "CN(C)C=O.CN(C)C=O.BrCCBr.BrCCBr.BrCCBr.BrCCBr.BrCCBr.BrCCBr.BrCCBr.BrCCBr.BrCCBr.BrCCBr",
  "homo_lumo_gap_ev": 9.353,
  "elements": ["Br", "C", "C", "Br", "H", "H", "H", "H", "Br", "C", "C", "Br", "H", "H", "H", "H", "Br", "C", "C", "Br", "H", "H", "H", "H", "Br", "C", "C", "Br", "H", "H", "H", "H", "Br", "C", "C", "Br", "H", "H", "H", "H", "Br", "C", "C", "Br", "H", "H", "H", "H", "Br", "C", "C", "Br", "H", "H", "H", "H", "Br", "C", "C", "Br", "H", "H", "H", "H", "Br", "C", "C", "Br", "H", "H", "H", "H", "Br", "C", "C", "Br", "H", "H", "H", "H", "C", "O", "N", "C", "C", "H", "H", "H", "H", "H", "H", "H", "C", "O", "N", "C", "C", "H", "H", "H", "H", "H", "H", "H"],
  "xyz": [[0.79562, -2.47347, 6.59534], [2.28192, -1.31051, 6.07787], [3.06069, -1.90938, 4.94499], [4.70310, -0.85982, 4.58376], [2.80699, -1.20775, 7.02911], [1.94409, -0.27842, 5.97779], [2.51565, -1.97302, 4.00792], [3.30840, -2.92759, 5.23771], [1.96208, 1.72295, 3.44580], [0.27814, 2.48870, 4.10788], [-0.22784, 1.85049, 5.37161], [-1.10615, 0.14278, 4.96576], [-0.43169, 2.43939, 3.28407], [0.43266, 3.56280, 4.22128], [-1.02852, 2.50982, 5.70422], [0.50954, 1.68880, 6.14737], [2.10763, -4.76744, 3.09082], [3.82946, -5.10761, 2.21158], [4.40741, -3.83804, 1.59666], [5.99748, -4.32337, 0.55616], [3.60187, -5.84287, 1.45075], [4.54196, -5.62155, 2.85548], [4.65112, -3.10661, 2.35995], [3.69174, -3.46520, 0.87025], [1.22698, 4.20267, -6.61262], [1.99575, 2.54337, -5.86286], [1.57576, 2.47865, -4.40774], [2.44434, 0.91408, -3.51043], [3.06660, 2.59772, -6.02228], [1.59353, 1.70614, -6.42654], [0.51637, 2.27192, -4.32995], [1.88015, 3.40110, -3.92160], [6.12571, -0.42947, 1.05107], [4.25568, 0.12345, 0.91850], [4.12262, 1.62539, 0.73856], [5.05706, 2.25230, -0.87302], [3.67516, -0.14314, 1.80320], [3.85944, -0.48977, 0.11457], [4.66057, 2.11689, 1.54481], [3.07647, 1.92181, 0.71867], [-1.84364, -3.22521, 2.95859], [-3.02513, -2.26600, 1.76151], [-4.39570, -2.88896, 1.85949], [-5.53203, -2.08134, 0.44070], [-2.63967, -2.27718, 0.74650], [-3.11490, -1.25109, 2.13660], [-4.84201, -2.65241, 2.82211], [-4.43058, -3.96445, 1.72229], [0.64944, 3.86605, 0.62157], [1.87543, 4.11106, -0.92923], [1.55415, 5.46221, -1.54530], [2.93467, 5.85680, -2.84296], [1.76990, 3.25879, -1.59491], [2.91077, 4.12243, -0.59195], [1.43046, 6.22375, -0.77903], [0.56470, 5.42558, -2.00473], [-3.19217, 5.34847, -0.06432], [-2.58788, 4.36388, -1.66665], [-2.45853, 2.90900, -1.36502], [-1.88086, 1.98076, -2.95738], [-1.63718, 4.79985, -1.96272], [-3.33485, 4.55098, -2.43081], [-3.42137, 2.53131, -1.02101], [-1.80710, 2.68077, -0.52571], [-8.12121, 0.25366, 3.27633], [-6.34418, 1.12279, 3.25567], [-5.94767, 1.42867, 1.83130], [-3.99726, 1.52784, 1.70893], [-5.65915, 0.40266, 3.68945], [-6.42832, 2.00750, 3.87603], [-6.38019, 2.34122, 1.43335], [-6.17458, 0.60732, 1.16070], [2.89923, -6.18483, -1.19290], [1.98889, -5.10193, -2.50510], [1.02869, -4.11441, -1.82927], [0.02028, -3.18961, -3.24136], [1.47327, -5.65075, -3.28753], [2.78290, -4.51383, -2.95811], [1.63269, -3.41022, -1.26156], [0.33428, -4.59916, -1.15006], [1.01525, -1.24375, 1.25331], [1.92253, -1.94623, 0.83098], [0.33364, -0.31135, 0.57144], [-0.73143, 0.45553, 1.19984], [0.51407, -0.13920, -0.86573], [0.68902, -1.34454, 2.30323], [-1.13519, -0.15583, 2.00498], [-1.48662, 0.62661, 0.43312], [-0.45077, 1.41897, 1.62761], [0.48369, 0.89927, -1.19973], [1.47137, -0.56792, -1.13198], [-0.37232, -0.55285, -1.35217], [-1.37062, -0.47155, -5.85311], [-1.19199, -0.19234, -7.01713], [-2.51585, -0.95438, -5.32324], [-3.74745, -1.02334, -6.08610], [-2.68726, -1.22793, -3.89851], [-0.60003, -0.42553, -5.05755], [-3.92522, -2.08043, -6.31712], [-3.71613, -0.57714, -7.07999], [-4.62231, -0.59925, -5.59657], [-1.83570, -0.84167, -3.35211], [-3.62682, -0.75428, -3.61288], [-2.83293, -2.28910, -3.69056]],
  "forces_ev_per_a": [[0.08, 0.05, -0.29], [-0.08, 0.87, 1.27], [0.09, -0.03, 0.26], [-0.60, -0.46, 0.21], [0.60, -0.58, -0.33], [-0.46, -0.26, -0.85], [-0.06, 0.25, 0.02], [0.50, 0.10, -0.21], [-0.43, 0.05, 0.38], [0.47, 0.40, -0.52], [-0.80, 0.11, -0.72], [0.23, 0.25, 0.15], [-0.07, -0.40, 0.19], [0.40, -0.12, 0.37], [0.02, -0.18, 0.39], [0.07, 0.01, -0.03], [0.46, -0.11, -0.03], [0.45, -0.31, -0.43], [-0.65, -0.81, -0.12], [-0.17, 0.10, 0.38], [-0.18, 0.15, -0.23], [-0.27, 0.37, 0.54], [0.24, 0.17, -0.19], [0.13, 0.34, 0.15], [0.16, -0.46, 0.16], [-0.29, -0.07, -0.03], [0.51, -0.44, -0.47], [-0.25, 0.76, -0.51], [0.04, 0.12, 0.17], [-0.08, 0.11, -0.11], [-0.02, 0.24, 0.13], [-0.05, -0.23, 0.38], [-0.42, 0.07, 0.32], [-0.13, 0.13, -0.30], [0.87, -0.51, -0.17], [-0.39, 0.00, 0.15], [0.51, -0.20, 0.23], [-0.08, 0.30, -0.18], [-0.25, 0.14, 0.08], [0.04, 0.09, -0.20], [0.20, 0.05, -0.01], [-0.59, 0.02, 0.12], [-0.31, 0.16, -0.20], [0.27, -0.31, 0.49], [0.21, -0.10, 0.09], [0.31, 0.09, -0.15], [-0.18, 0.04, -0.12], [0.11, 0.03, -0.24], [0.48, 0.03, -0.62], [0.23, 0.55, 0.33], [-0.95, -0.69, 0.25], [-0.26, 0.19, 0.11], [-0.29, 0.04, -0.01], [-0.22, -0.15, 0.44], [0.73, 0.18, -0.07], [0.29, -0.01, -0.53], [0.18, -0.33, -0.37], [0.18, 0.62, 0.15], [-0.78, -0.21, 0.95], [-0.05, 0.02, 0.10], [-0.07, 0.09, 0.05], [0.01, 0.02, -0.01], [-0.08, -0.25, -0.53], [0.52, 0.20, -0.33], [0.44, 0.31, -0.03], [-0.35, -0.31, -0.16], [-0.03, -0.31, -0.24], [-0.06, 0.30, 0.13], [-0.07, 0.01, 0.13], [0.07, -0.01, 0.04], [0.14, 0.11, 0.12], [-0.16, -0.05, 0.10], [-0.27, -0.22, -0.11], [-0.33, 1.22, -0.22], [0.73, -0.53, -0.01], [0.33, -0.18, 0.49], [0.18, -0.55, 0.29], [-0.01, -0.12, -0.19], [-0.35, 0.36, -0.05], [-0.20, 0.00, -0.19], [0.21, -0.28, 0.52], [-0.16, 0.16, -0.39], [0.05, 0.86, -0.23], [-0.06, -0.72, -0.01], [-0.40, 0.24, 0.42], [-0.12, 0.16, -0.04], [-0.24, 0.16, 0.04], [-0.23, -0.05, 0.13], [0.38, -0.11, -0.31], [0.33, 0.22, 0.55], [-0.20, -0.31, -0.36], [0.35, -0.58, -0.35], [-0.09, -0.45, 0.46], [0.13, 0.23, -0.02], [-0.89, 0.55, 0.24], [-0.03, -1.04, -1.16], [-0.37, -0.03, -0.70], [0.26, 0.18, -0.23], [-0.40, 0.02, 0.26], [0.67, 0.35, 0.23], [0.22, -0.01, 0.46], [-0.05, -0.04, 0.22], [0.22, 0.30, 0.42], [0.27, -0.12, -0.14]]
}